C28H44BBrF2N3O7PS2 | ωB97M-V with the def2-TZVPD basis set

## Properties
Gap between HOMO and LUMO = 0.3141 Ha
Structure (SMILES) = [H]/N=C(\C)C[C@@]1(Br)[C@@](S)(OCCNC[C@H](C)O)[C@](CN)(B(O)O)S(=O)(=O)O[C@]1(C)P(C)C.Fc1ccccc1.Fc1ccccc1
HOMO energy = -0.2977 Ha

Cartesian coordinates (Å):
C  0.209  2.173  -0.577
C  -0.840  1.219  -1.110
N  -0.929  0.855  -2.324
C  -1.879  0.853  -0.058
C  -2.542  -0.531  0.037
Br  -3.479  -0.935  -1.646
C  -3.642  -0.370  1.134
C  -3.101  0.313  2.401
P  -5.128  0.680  0.488
C  -6.452  -0.574  0.468
C  -5.670  1.617  1.972
O  -4.226  -1.649  1.509
S  -3.355  -2.747  2.228
O  -2.832  -2.209  3.458
O  -4.184  -3.919  2.278
C  -1.986  -2.989  1.104
C  -0.875  -3.590  2.012
N  -1.354  -4.719  2.800
B  -2.512  -4.187  0.110
O  -3.713  -4.057  -0.518
O  -1.732  -5.334  -0.030
C  -1.451  -1.696  0.313
S  -0.855  -2.516  -1.199
O  -0.427  -0.994  0.998
C  0.959  -1.324  0.897
C  1.764  -0.376  0.008
N  2.992  -1.040  -0.443
C  3.635  -0.311  -1.538
C  3.015  -0.577  -2.943
C  2.566  0.706  -3.640
O  1.917  -1.481  -2.863
H  0.579  1.862  0.400
H  -0.252  3.163  -0.451
H  1.037  2.280  -1.282
H  -0.166  1.264  -2.866
H  -1.412  1.068  0.901
H  -2.703  1.575  -0.174
H  -3.825  0.186  3.207
H  -2.165  -0.141  2.731
H  -2.917  1.375  2.252
H  -6.275  -1.255  -0.366
H  -7.386  -0.027  0.297
H  -6.530  -1.133  1.402
H  -5.994  1.020  2.831
H  -6.518  2.224  1.630
H  -4.897  2.315  2.306
H  -0.484  -2.786  2.639
H  -0.087  -3.957  1.354
H  -1.626  -4.458  3.735
H  -0.681  -5.466  2.825
H  -3.928  -4.851  -1.000
H  -2.060  -6.040  0.521
H  -0.276  -1.493  -1.837
H  1.343  -1.242  1.923
H  1.146  -2.343  0.570
H  2.018  0.526  0.587
H  1.195  -0.047  -0.864
H  3.657  -1.007  0.320
H  3.616  0.776  -1.355
H  4.684  -0.619  -1.551
H  3.803  -1.033  -3.556
H  1.535  0.955  -3.376
H  2.600  0.579  -4.728
H  3.238  1.534  -3.395
H  2.088  -2.246  -3.403
F  -1.341  4.391  4.984
C  -0.758  3.202  5.245
C  0.538  3.186  5.721
C  1.128  1.957  5.982
C  0.428  0.778  5.764
C  -0.874  0.824  5.285
C  -1.478  2.046  5.024
H  1.064  4.117  5.878
H  2.142  1.924  6.359
H  0.896  -0.176  5.969
H  -1.424  -0.093  5.110
H  -2.493  2.107  4.655
F  4.984  2.976  -3.813
C  5.661  2.860  -4.977
C  6.207  1.636  -5.303
C  6.897  1.520  -6.502
C  7.031  2.616  -7.343
C  6.471  3.835  -6.986
C  5.775  3.967  -5.793
H  6.092  0.798  -4.628
H  7.330  0.568  -6.777
H  7.570  2.520  -8.275
H  6.575  4.691  -7.639
H  5.325  4.904  -5.495

Forces on atoms 1 to 3 (eV/Å):
-0.3 0.4 -0.2
-0.2 0.0 0.0
0.1 0.0 0.3

Results of the Löwdin charge analysis, in e, for atoms 1 through 8: -0.04 -0.41 0.14 -0.18 -0.62 0.84 -0.60 -0.10

C28H44BrN3NiP2 | ωB97M-V with the def2-TZVPD basis set

## Properties
Gap between HOMO and LUMO (alpha / beta) = 0.2755 / 0.1839 Ha
Multiplicity = 3
Charge = +2
⟨S²⟩ = 2.012
Energy relative to the best compared isomer or geometry (same formula, charge and spin) = 42.9 kcal/mol
HOMO energy (alpha / beta) = -0.4639 / -0.4614 Ha

Cartesian coordinates (Å):
N  8.548  2.147  5.629
C  8.172  0.878  5.522
C  6.957  0.537  4.913
C  6.139  1.496  4.275
C  6.615  2.820  4.439
C  7.811  3.104  5.123
C  4.927  1.274  3.459
Ni  0.560  0.691  0.945
P  -0.320  0.806  -4.358
C  4.321  2.191  2.661
C  3.514  1.848  1.508
C  3.741  2.525  0.283
C  3.541  1.950  -0.983
C  3.169  0.608  -1.009
C  2.419  0.070  0.132
C  2.642  0.685  1.447
Br  3.337  -0.540  -2.542
H  4.641  0.232  3.472
H  4.639  3.256  2.827
H  6.677  -0.497  4.956
H  6.059  3.639  4.041
H  8.849  0.136  5.939
H  8.150  4.141  5.259
H  4.171  3.497  0.370
H  2.447  0.149  2.418
H  3.695  2.615  -1.843
H  2.237  -0.979  0.272
P  -0.959  2.156  0.574
C  0.836  -0.473  -4.880
C  1.356  -0.352  -6.329
H  0.347  -1.461  -4.774
H  1.712  -0.446  -4.227
H  2.100  -1.117  -6.551
H  0.573  -0.474  -7.072
H  1.856  0.593  -6.527
C  0.268  2.475  -4.085
C  -0.420  3.392  -5.147
H  1.364  2.511  -4.215
H  0.010  2.829  -3.071
H  0.017  4.403  -5.129
H  -0.308  2.967  -6.155
H  -1.497  3.524  -4.940
C  -1.755  0.375  -3.321
C  -2.820  -0.298  -4.237
H  -2.172  1.280  -2.833
H  -1.397  -0.367  -2.565
H  -3.780  -0.382  -3.719
H  -2.988  0.249  -5.174
H  -2.514  -1.324  -4.497
C  -2.825  2.019  0.616
C  -3.536  2.603  1.850
H  -3.060  0.945  0.486
H  -3.189  2.522  -0.302
H  -3.370  2.013  2.765
H  -3.210  3.638  2.036
H  -4.622  2.623  1.666
C  -0.709  3.609  -0.528
C  0.406  4.558  -0.115
H  -1.660  4.155  -0.649
H  -0.482  3.144  -1.495
H  0.216  5.024  0.850
H  1.389  4.083  -0.064
H  0.489  5.364  -0.850
C  -0.418  2.582  2.274
C  -0.743  1.539  3.333
H  -0.802  3.566  2.528
H  0.678  2.647  2.163
H  0.056  1.506  4.072
H  -1.666  1.746  3.865
H  -0.804  0.515  2.947
N  -0.838  -3.199  1.574
C  -1.973  -2.508  1.942
C  -1.840  -1.253  1.447
N  -0.541  -1.130  0.926
C  0.004  -2.353  0.937
H  -0.594  -4.116  1.899
H  -2.750  -2.901  2.553
H  -2.566  -0.451  1.492
H  0.932  -2.645  0.496

Forces on atoms 1 to 3 (eV/Å):
1.3 -0.4 0.5
-1.0 0.7 -0.4
-0.3 -0.3 -0.4

Results of the Löwdin charge analysis, in e, for atoms 1 through 8: 0.06 -0.12 -0.01 -0.19 -0.01 -0.13 -0.01 0.22

C28H44BrN3NiP2S | ωB97M-V with the def2-TZVPD basis set

## Properties
Gap between HOMO and LUMO (alpha / beta) = 0.2360 / 0.2371 Ha
Multiplicity = 3
Charge = +2
⟨S²⟩ = 2.015
HOMO energy (alpha / beta) = -0.4929 / -0.5081 Ha

Cartesian coordinates (Å):
C  -3.849  -3.132  3.443
C  -3.734  -2.850  2.072
C  -4.845  -2.334  1.380
C  -6.075  -2.304  2.047
N  -6.197  -2.684  3.320
C  -5.122  -3.053  4.009
C  -2.562  -3.129  1.315
C  -1.665  -3.390  0.508
C  -0.426  -3.322  -0.195
C  0.578  -2.596  0.486
C  1.434  -1.830  -0.308
C  1.358  -1.956  -1.680
C  0.631  -2.915  -2.348
C  -0.244  -3.666  -1.542
Ni  1.362  0.288  -1.068
P  -0.021  1.214  0.550
H  -4.758  -2.013  0.349
H  -2.985  -3.412  4.050
H  -6.966  -2.003  1.511
H  -5.280  -3.344  5.051
H  -0.863  -4.470  -1.933
H  0.548  -2.501  1.569
H  0.702  -3.070  -3.425
H  2.059  -1.064  0.128
C  0.151  3.050  0.830
C  -0.948  3.795  1.585
H  0.272  3.496  -0.168
H  1.121  3.178  1.335
H  -0.668  4.853  1.669
H  -1.916  3.768  1.071
H  -1.096  3.434  2.608
C  -1.835  0.950  0.205
C  -2.849  1.014  1.347
H  -1.870  -0.057  -0.241
H  -2.117  1.666  -0.579
H  -3.856  0.895  0.925
H  -2.723  0.191  2.061
H  -2.844  1.967  1.894
C  0.110  0.437  2.231
C  -0.316  1.212  3.481
H  1.163  0.146  2.352
H  -0.480  -0.489  2.167
H  -0.081  0.602  4.366
H  0.220  2.163  3.598
H  -1.398  1.400  3.530
Br  2.746  -0.435  -2.738
P  0.155  1.347  -2.971
C  -1.091  2.681  -2.743
C  -1.245  3.640  -3.921
H  -0.783  3.223  -1.834
H  -2.052  2.194  -2.523
H  -1.947  4.433  -3.635
H  -0.299  4.122  -4.196
H  -1.658  3.140  -4.809
C  1.268  1.990  -4.295
C  0.829  1.601  -5.697
H  2.264  1.576  -4.080
H  1.333  3.082  -4.169
H  1.657  1.789  -6.391
H  0.570  0.531  -5.765
H  -0.030  2.206  -6.039
C  -0.827  -0.150  -3.541
C  -1.965  0.054  -4.537
H  -1.229  -0.573  -2.604
H  -0.084  -0.873  -3.914
H  -2.430  -0.928  -4.704
H  -2.749  0.719  -4.149
H  -1.617  0.419  -5.512
S  3.069  1.408  -0.038
C  3.668  0.191  1.029
N  3.426  0.264  2.347
C  3.894  -0.891  3.081
C  4.319  -1.847  1.967
N  4.276  -0.997  0.777
H  3.072  1.119  2.776
H  3.086  -1.297  3.700
H  4.738  -0.610  3.716
H  3.622  -2.694  1.864
H  5.329  -2.235  2.138
H  4.433  -1.352  -0.159

Forces on atoms 1 to 3 (eV/Å):
-0.1 0.0 -0.2
-0.6 0.3 0.3
-0.3 -0.4 0.5

Results of the Löwdin charge analysis, in e, for atoms 1 through 8: 0.00 -0.25 -0.01 -0.11 0.08 -0.12 0.07 0.07

C28H44BrN3P2V | ωB97M-V with the def2-TZVPD basis set

## Properties
Gap between HOMO and LUMO (alpha / beta) = 0.1848 / 0.1920 Ha
Multiplicity = 4
Charge = +2
⟨S²⟩ = 4.001
Energy relative to the best compared isomer or geometry (same formula, charge and spin) = 194.5 kcal/mol
HOMO energy (alpha / beta) = -0.4515 / -0.4521 Ha

Cartesian coordinates (Å):
C  -0.096  5.740  -5.040
C  -0.168  4.368  -5.448
C  -0.592  4.150  -6.791
C  -0.891  5.239  -7.606
N  -0.790  6.503  -7.209
C  -0.417  6.746  -5.950
C  0.098  3.269  -4.610
C  -0.029  2.412  -3.694
C  -1.191  2.214  -2.704
C  -0.950  2.414  -1.326
C  -1.903  2.070  -0.365
C  -3.194  1.676  -0.752
C  -3.492  1.700  -2.130
C  -2.517  1.935  -3.107
V  0.528  0.721  -2.781
P  2.229  -0.772  -1.318
H  -0.694  3.153  -7.202
H  0.202  6.035  -4.037
H  -1.222  5.080  -8.641
H  -0.365  7.801  -5.663
H  -2.675  1.752  -4.164
H  -0.028  2.945  -1.044
H  -4.489  1.413  -2.413
H  -1.646  2.133  0.694
C  2.359  -2.356  -0.396
C  3.235  -3.470  -0.966
H  1.329  -2.704  -0.246
H  2.750  -2.069  0.595
H  3.133  -4.345  -0.313
H  2.934  -3.787  -1.973
H  4.298  -3.199  -0.974
C  2.292  -0.942  -3.136
C  3.166  0.036  -3.910
H  1.243  -0.893  -3.539
H  2.652  -1.971  -3.246
H  2.952  -0.081  -4.977
H  2.951  1.085  -3.651
H  4.231  -0.151  -3.734
C  3.676  0.153  -0.697
C  5.055  -0.507  -0.780
H  3.457  0.374  0.362
H  3.683  1.115  -1.231
H  5.822  0.224  -0.503
H  5.165  -1.343  -0.084
H  5.314  -0.863  -1.781
Br  -4.379  0.985  0.524
P  -2.119  -2.777  -3.666
C  -0.350  -3.118  -3.372
C  0.031  -4.528  -3.838
H  -0.160  -2.961  -2.298
H  0.212  -2.373  -3.951
H  1.113  -4.584  -4.031
H  -0.238  -5.284  -3.089
H  -0.491  -4.756  -4.782
C  -3.003  -2.781  -2.070
C  -4.405  -3.433  -2.167
H  -3.071  -1.750  -1.699
H  -2.375  -3.348  -1.366
H  -4.879  -3.434  -1.174
H  -5.055  -2.889  -2.871
H  -4.320  -4.471  -2.525
C  -2.270  -1.067  -4.263
C  -2.685  -1.037  -5.742
H  -1.302  -0.542  -4.112
H  -3.019  -0.570  -3.631
H  -2.954  -0.017  -6.051
H  -1.864  -1.388  -6.380
H  -3.548  -1.700  -5.903
C  1.302  -0.450  2.973
N  0.280  0.122  2.072
C  -0.638  1.029  2.790
C  0.389  0.091  0.792
N  0.374  0.062  -0.407
H  1.114  -0.146  3.998
H  2.305  -0.127  2.669
H  1.251  -1.540  2.903
H  -0.482  2.081  2.542
H  -1.676  0.785  2.559
H  -0.489  0.912  3.854

Forces on atoms 1 to 3 (eV/Å):
0.3 -0.5 0.1
0.3 1.1 -1.7
0.1 0.1 0.4

Results of the Löwdin charge analysis, in e, for atoms 1 through 8: 0.03 -0.19 0.02 -0.10 0.10 -0.10 0.15 -0.13